[1]
25
Properties=species:S:1:pos:R:3:lowdin_charge:R:1 method="wB97M-V/def2-TZVPD" fmax_ha_per_bohr=0.0792 total_charge=+1 gap_ev="8.7 / 8.7" molar_mass_da=169.20 homo_ev="-13.17 / -13.17"
C 1.15 -3.17 -0.42 0.189
C 0.66 -2.17 0.10 -0.169
C 2.84 -0.18 -1.51 -0.489
C -1.66 1.43 0.06 -0.166
C -2.03 0.14 0.87 -0.159
C -0.08 1.61 0.06 -0.135
C -1.46 -1.18 0.38 -0.181
C 0.72 0.57 -0.56 -0.066
N 4.11 -0.17 -1.01 0.216
N -0.05 -1.17 0.63 -0.011
O 2.26 -0.61 -2.42 0.188
O 2.05 0.52 -0.44 0.069
H 1.89 -3.82 -0.79 0.041
H -1.94 1.50 -1.07 0.154
H -1.99 2.36 0.39 0.085
H -1.71 0.46 1.93 0.143
H -3.22 -0.01 0.92 0.171
H -0.08 2.61 -0.56 0.187
H 0.37 1.70 1.11 0.159
H -1.89 -1.95 0.89 0.104
H -1.74 -1.28 -0.61 0.120
H 0.25 0.17 -1.37 0.120
H 4.69 -0.85 -1.50 0.149
H 4.23 -0.03 -0.02 0.128
H 0.03 -0.84 1.57 0.154

=====

[2]
50
Properties=species:S:1:pos:R:3:lowdin_charge:R:1 method="wB97M-V/def2-TZVPD" fmax_ha_per_bohr=0.0835 s_squared=6.071 total_charge=+3 gap_ev="4.9 / 4.5" molar_mass_da=755.31 homo_ev="-14.94 / -17.72" spin_multiplicity=5
Pt 1.00 0.15 0.07 1.335
Se 6.49 5.26 -0.52 1.457
N 6.54 3.57 -0.03 -0.176
C 5.27 3.14 -0.08 -0.228
C 4.89 1.79 0.29 -0.068
C 5.75 0.69 0.45 0.108
C 5.21 -0.60 0.59 0.078
C 3.84 -0.79 0.41 0.016
N 3.00 0.26 0.38 -0.041
C 3.50 1.54 0.28 -0.113
C 2.50 2.48 -0.14 -0.135
N 1.21 2.08 -0.17 -0.086
C 0.19 2.91 -0.44 -0.046
C 0.48 4.18 -0.88 0.038
C 1.83 4.63 -0.95 0.085
C 2.85 3.78 -0.56 -0.071
C 4.25 4.14 -0.47 -0.260
N 4.66 5.38 -0.64 -0.115
H 6.84 0.95 0.49 0.163
H 5.78 -1.49 0.76 0.141
H 3.43 -1.80 0.43 0.142
H -0.80 2.46 -0.60 0.135
H -0.33 4.91 -1.01 0.147
H 2.00 5.61 -1.37 0.146
S -5.13 -1.05 1.37 1.278
C -3.56 -0.59 0.80 -0.453
C -3.02 -0.83 -0.49 -0.032
C -1.72 -0.61 -0.74 -0.052
N -0.93 0.02 0.19 -0.172
C -1.42 0.48 1.39 -0.032
C -2.75 0.07 1.75 -0.005
C -5.38 -2.70 0.75 -0.418
C -4.53 -3.42 -0.06 -0.039
C -5.07 -4.57 -0.59 -0.037
N -6.31 -5.05 -0.30 0.170
C -7.12 -4.28 0.44 -0.060
C -6.68 -3.13 1.05 -0.029
H -3.70 -1.21 -1.19 0.118
H -1.21 -0.84 -1.67 0.141
H -0.70 0.95 2.04 0.118
H -3.19 0.35 2.67 0.110
H -3.48 -3.20 -0.22 0.121
H -4.47 -5.26 -1.21 0.147
H -8.10 -4.69 0.56 0.136
H -7.26 -2.51 1.76 0.138
F 1.72 -3.85 -0.70 0.259
B 1.08 -2.73 -1.01 -1.223
F 1.73 -1.89 -1.91 0.124
F -0.20 -2.83 -1.31 0.211
F 0.99 -1.88 0.37 -0.170

=====

[3]
15
Properties=species:S:1:pos:R:3:lowdin_charge:R:1 method="wB97M-V/def2-TZVPD" fmax_ha_per_bohr=0.0142 gap_ev=10.1 molar_mass_da=100.12 homo_ev=-9.43
O -1.13 -1.75 2.29 0.099
C -0.71 -1.02 1.43 -0.384
C 0.71 -0.71 0.96 -0.049
C 0.14 0.55 0.27 -0.285
C 0.54 0.86 -1.15 -0.242
O 0.54 -0.34 -1.91 -0.065
C -1.30 0.00 0.46 -0.045
H 1.03 -1.46 0.23 0.124
H 1.47 -0.60 1.74 0.121
H 0.31 1.44 0.88 0.144
H 1.53 1.34 -1.19 0.123
H -0.21 1.56 -1.52 0.119
H 0.80 -0.12 -2.81 0.093
H -1.66 -0.48 -0.46 0.128
H -2.06 0.72 0.79 0.119